1.
Here is a structure of composition C47H49MoN6O2Sb from the OMol25 dataset. Energies are from ωB97M-V with the def2-TZVPD basis set.

The geometry in XYZ format:
```
106
C47H49MoN6O2Sb, DFT ωB97M-V with the def2-TZVPD basis set
Mo 0.00943 -0.82639 0.03929
C -1.05062 -2.99608 2.76520
C -0.38225 -1.71460 3.15573
C 0.05924 -1.61216 4.46724
C 0.55735 -0.42183 4.95308
C 0.50422 0.67645 4.11596
C 0.08832 0.53695 2.79702
N -0.26766 -0.67125 2.27978
Sb -0.41052 2.50879 2.01613
C 1.02785 3.27415 0.60365
C 1.71570 4.37501 1.09893
C 2.59064 5.05104 0.25788
C 2.73505 4.59364 -1.03211
C 2.01518 3.47312 -1.45584
C 2.22451 2.94864 -2.84795
N 1.16183 2.82063 -0.65184
C -1.91737 1.78184 0.67320
C -3.14310 2.38265 0.90846
C -4.19418 2.17122 0.03189
C -3.94194 1.39677 -1.07273
C -2.70027 0.78898 -1.25718
C -2.56628 0.00633 -2.52704
N -1.68368 0.92968 -0.36389
H -1.15542 -3.62740 3.64480
H -2.04178 -2.83894 2.36326
H -0.48217 -3.53845 2.02961
H -0.02979 -2.47632 5.11217
H 0.91375 -0.33704 5.97316
H 0.79175 1.65582 4.47945
H 1.56596 4.70412 2.12135
H 3.14408 5.91432 0.60887
H 3.40659 5.08653 -1.72702
H 3.28787 2.79233 -3.04606
H 1.69823 2.00611 -2.96538
H 1.87056 3.66379 -3.59174
H -3.26212 3.03249 1.76526
H -5.16783 2.61539 0.19663
H -4.71033 1.23242 -1.81842
H -3.49142 -0.53088 -2.73781
H -2.41655 0.70944 -3.35255
H -1.75048 -0.69526 -2.51276
C 3.22893 1.17887 -0.26842
N 2.46499 0.12834 0.43408
C 2.85444 0.19536 1.85329
C 2.88397 -1.17496 -0.09086
C 1.89749 -2.23307 0.34817
C 2.29832 -3.08076 1.44607
C 1.85434 -4.34990 1.58402
C 0.93878 -4.88468 0.62468
C 0.54275 -4.14224 -0.43350
C 1.02791 -2.79727 -0.63822
H 4.30407 0.99805 -0.14573
H 2.99572 2.15637 0.14284
H 2.98966 1.16459 -1.33065
H 3.93861 0.05242 1.94693
H 2.35388 -0.56668 2.44199
H 2.60677 1.17462 2.25197
H 3.90198 -1.42018 0.23148
H 2.91464 -1.10136 -1.17268
H 3.07878 -2.71925 2.10817
H 2.22889 -4.98078 2.38286
H 0.61053 -5.91492 0.70913
H -0.01471 -4.60535 -1.23868
C -2.82746 0.18000 -8.78465
C -2.17491 0.89648 -7.62975
C -2.35871 2.26541 -7.47222
C -1.79656 2.94116 -6.39999
C -0.99216 2.25587 -5.50791
C -0.76737 0.89225 -5.67341
N 0.05795 0.23719 -4.70927
C 1.14762 -0.54482 -4.96527
C 1.76266 -0.52221 -6.22988
C 2.79920 -1.36947 -6.53135
C 3.27896 -2.29772 -5.59398
C 2.71836 -2.32382 -4.35002
C 1.66700 -1.44292 -3.99544
C 1.13956 -1.53062 -2.66264
O 1.39035 -2.65460 -2.02703
O 0.49764 -0.63204 -2.06213
C -1.39830 0.18221 -6.70131
C -1.31521 -1.32004 -6.81101
H -3.30194 0.88920 -9.46108
H -3.59676 -0.51779 -8.44101
H -2.09969 -0.40056 -9.35608
H -2.96227 2.80612 -8.19321
H -1.96592 4.00481 -6.27418
H -0.52396 2.77876 -4.68325
H -0.10102 0.48275 -3.75036
H 1.40493 0.19517 -6.95842
H 3.26161 -1.31145 -7.50969
H 4.08638 -2.97156 -5.84716
H 3.08905 -3.01339 -3.60461
H -0.96880 -1.77718 -5.88447
H -0.63965 -1.63898 -7.61034
H -2.29826 -1.73244 -7.04208
C -4.36135 -3.07288 -0.48222
C -4.13927 -2.16483 0.54573
C -2.89339 -1.59884 0.68590
N -1.85679 -1.88118 -0.12844
C -2.09498 -2.74328 -1.13219
C -3.31392 -3.35798 -1.33811
H -5.33202 -3.53782 -0.61090
H -4.92283 -1.89182 1.23934
H -2.70574 -0.89318 1.47885
H -1.27871 -2.93019 -1.81192
H -3.42950 -4.04780 -2.16463
```

Values from the calculation:
2S+1   3
Total charge   +2
HOMO (alpha / beta)   -12.183 / -12.186 eV
Gap between HOMO and LUMO (alpha / beta)   7.129 / 6.633 eV

=====

2.
Here is a structure of composition C19H38BrINO12 from the OMol25 dataset. Energies are from ωB97M-V with the def2-TZVPD basis set.

The geometry in XYZ format:
```
72
C19H38BrINO12, DFT ωB97M-V with the def2-TZVPD basis set
C 3.33359 2.62140 -3.06706
C 2.02053 3.31667 -3.44397
Br 2.30802 5.26999 -3.55787
C 0.88632 3.03711 -2.44969
N -0.44003 3.27366 -2.94207
I -0.93216 1.83193 -4.33508
H 3.63638 1.94955 -3.86651
H 3.23789 2.07806 -2.13222
H 4.13722 3.34477 -2.96282
H 1.72287 3.03573 -4.44498
H 1.02024 3.74816 -1.62866
H 1.04493 2.03565 -2.00843
C -0.59072 5.48802 4.68491
C -1.99488 5.17774 4.20975
O -2.09487 5.17888 2.78314
C -1.62015 4.08000 2.17224
O -1.18091 3.10821 2.73773
O -1.75947 4.24188 0.86836
C -1.24822 3.16294 0.05004
H -0.24852 6.43400 4.26292
H -0.56802 5.56196 5.77302
H 0.10719 4.71105 4.37862
H -2.68283 5.95492 4.54002
H -2.34938 4.22457 4.60374
H -1.68874 2.21393 0.35343
H -0.16770 3.11612 0.13974
H -1.50110 3.36445 -0.99249
C 7.22897 -3.02800 -1.87182
C 7.08055 -1.66901 -1.22051
O 5.74985 -1.15217 -1.34690
C 4.84451 -1.66553 -0.51291
O 5.07359 -2.47255 0.35777
O 3.67270 -1.11288 -0.79318
C 2.56098 -1.60988 -0.04185
H 6.91629 -2.98391 -2.91578
H 8.26931 -3.35188 -1.83241
H 6.61817 -3.77573 -1.36892
H 7.71088 -0.93978 -1.72574
H 7.36796 -1.69184 -0.16932
H 2.74311 -1.54785 1.02938
H 2.34783 -2.63821 -0.33074
H 1.71286 -0.98441 -0.30280
C -4.64765 2.40754 1.38516
C -5.07577 3.30313 0.24356
O -5.86734 2.59365 -0.72724
C -7.13096 2.37167 -0.39432
O -7.69249 2.74684 0.60568
O -7.70534 1.67486 -1.38355
C -9.06903 1.33301 -1.14639
H -4.10878 1.53876 1.00482
H -3.99236 2.95161 2.06365
H -5.50467 2.04748 1.95381
H -4.20528 3.65871 -0.30256
H -5.62924 4.17231 0.59835
H -9.66204 2.21893 -0.92894
H -9.14567 0.62612 -0.32112
H -9.42930 0.86681 -2.05929
C -0.98778 -8.13287 0.48798
C 0.25346 -8.34764 -0.35180
O 1.01436 -7.14320 -0.50860
C 1.76037 -6.79075 0.54162
O 1.88967 -7.42093 1.56101
O 2.36046 -5.63898 0.25169
C 3.18023 -5.10313 1.30009
H -1.59576 -7.33085 0.06770
H -1.58474 -9.04471 0.51635
H -0.72963 -7.86034 1.50978
H -0.02322 -8.63620 -1.36415
H 0.88831 -9.13179 0.06105
H 3.92584 -5.82788 1.61912
H 2.55965 -4.81474 2.14787
H 3.66968 -4.22514 0.88858
```

Values from the calculation:
Total charge   -1
HOMO   -2.929 eV
Gap between HOMO and LUMO   5.153 eV

=====

3.
Here is a structure of composition C37H37F3N11O5PSSeTi from the OMol25 dataset. Energies are from ωB97M-V with the def2-TZVPD basis set.

The geometry in XYZ format:
```
97
C37H37F3N11O5PSSeTi, DFT ωB97M-V with the def2-TZVPD basis set
Ti 0.43594 0.01406 -0.59298
C -1.11146 -3.67553 5.46669
C -1.62841 -3.54861 4.04093
N -0.53881 -3.24539 3.11260
C -0.35814 -2.12725 2.38057
S -1.66602 -1.02597 2.19434
N 0.88436 -2.07120 1.89947
N 1.37405 -1.17908 1.01303
C 2.67433 -1.21954 0.94213
C 3.49928 -2.00270 1.89875
C 3.29249 -0.57431 -0.19556
C 4.46438 -0.73256 -0.80378
C 4.45830 -0.00309 -2.14030
C 4.01548 2.21810 -1.12413
C 2.87696 1.73160 -0.67397
N 2.44576 0.34150 -1.00350
H -1.93990 -3.85006 6.15325
H -0.60036 -2.76088 5.77125
H -0.41502 -4.51109 5.56398
H -2.36448 -2.75486 3.96578
H -2.10057 -4.48154 3.72701
H 0.29423 -3.80988 3.20986
H 3.15654 -1.81755 2.91499
H 4.55291 -1.74137 1.81066
H 3.37182 -3.07173 1.71225
H 5.30123 -1.30587 -0.43131
H 5.01029 -0.53852 -2.91059
H 4.28726 3.22992 -0.84902
H 2.22628 2.28855 -0.02787
N -2.68932 0.39299 -0.63333
N -3.19025 -0.91090 -0.54975
C -2.30365 -1.88125 -0.31028
N -2.69381 -3.11997 -0.11389
N -1.01561 -1.51363 -0.64032
N -0.12072 -2.43416 -0.95483
O -0.25482 -3.62825 -0.96840
O 0.97362 -1.86270 -1.26626
H -3.18171 1.00044 0.00979
H -2.81087 0.75569 -1.57172
H -4.14822 -1.06071 -0.26334
H -3.64644 -3.31430 0.14961
H -2.01372 -3.86409 -0.10652
O -0.16682 -0.07936 -2.62649
P 0.69952 0.05093 -3.89299
C 1.14796 -1.58244 -4.50189
C 0.28303 -2.64676 -4.25311
C 0.60322 -3.92145 -4.69222
C 1.78095 -4.13680 -5.39526
C 2.63558 -3.07686 -5.66915
C 2.32511 -1.80144 -5.22004
C 2.29413 0.79097 -3.49136
C 2.95141 -0.00552 -2.40219
C 4.97150 1.44099 -1.99399
C 5.13656 2.14134 -3.31830
C 4.20696 2.26437 -4.26651
C 2.85047 1.71445 -4.28589
C -0.19103 0.88015 -5.18327
C 0.28911 0.84713 -6.49572
C -0.43320 1.46500 -7.50297
C -1.63271 2.10196 -7.20577
C -2.11321 2.12806 -5.90351
C -1.39408 1.51775 -4.88863
H -0.64750 -2.47305 -3.72455
H -0.06504 -4.74779 -4.48686
H 2.03482 -5.13367 -5.73168
H 3.54547 -3.24268 -6.23117
H 3.00751 -0.98222 -5.41904
H 2.67640 -1.04838 -2.55080
H 5.94073 1.42309 -1.49084
H 6.09427 2.62066 -3.49092
H 4.46646 2.85009 -5.14045
H 2.22754 2.10083 -5.08787
H 1.21145 0.32890 -6.73325
H -0.06604 1.44167 -8.52058
H -2.19943 2.57504 -7.99735
H -3.04712 2.62640 -5.67917
H -1.75906 1.54186 -3.86922
Se -1.19223 1.97178 1.51477
N 0.42607 1.21427 1.28865
C 1.20255 1.69240 2.28881
C 2.58070 1.43375 2.53176
C 3.18575 2.00230 3.61243
C 2.50214 2.86868 4.51222
C 1.19987 3.17254 4.30630
C 0.52742 2.59507 3.19248
N -0.74300 2.86416 2.91208
H 3.16089 0.80873 1.87809
H 4.23369 1.79176 3.78843
H 3.03479 3.28896 5.35454
H 0.64961 3.84177 4.95430
F 1.31254 4.22344 -1.56696
C 0.18678 3.95621 -2.23944
F -0.55978 5.04105 -2.27546
F 0.52196 3.61664 -3.49606
C -0.59219 2.78566 -1.59225
O -1.79125 2.82935 -1.54321
O 0.17569 1.81714 -1.15387
```

Values from the calculation:
Total charge   +2
HOMO   -12.614 eV
Gap between HOMO and LUMO   5.678 eV

=====

ΔE to the lowest compared entry with this formula, charge and spin in eV, matching the order above: 0.473; 0.000; 3.738
Total energy in a.u., matching the order above: -2607.36557; -4576.15368; -6700.16351